1.
Here is C26H19N4O6S5SbY as an isolated structure in a non-equilibrium geometry from the OMol25 dataset. Energies are from ωB97M-V/def2-TZVPD.

```
! wB97M-V def2-TZVPD RIJCOSX def2/J DEFGRID3
* xyz 0 2
H -4.698 19.451 13.475
S -5.429 20.464 8.720
S -1.309 16.514 7.249
C -5.424 15.091 6.694
O -4.688 18.307 5.281
S -3.680 16.642 10.163
H -6.393 11.201 2.502
S 0.258 17.941 10.609
C -8.212 15.327 9.280
C -6.320 12.479 4.228
C -5.338 20.811 10.360
C -5.510 22.548 12.095
O -5.158 21.190 15.526
H -6.690 18.392 9.527
C -3.011 19.945 5.095
C -0.952 21.275 6.253
C -6.914 17.373 9.202
N -2.628 19.504 6.276
C -5.470 22.185 10.774
H -2.945 13.640 2.686
C -2.469 21.051 4.421
N -6.038 14.118 5.983
C -5.227 21.547 13.050
H -4.234 11.757 1.624
C -5.403 22.016 14.473
O -4.338 19.279 3.275
C -4.122 19.107 4.554
Y -3.762 17.790 7.780
H -2.955 21.521 3.545
H -7.296 13.723 8.157
O -2.196 18.986 8.794
O -0.116 19.879 8.637
H -7.331 12.179 4.580
H -4.936 18.787 11.134
H -5.831 23.588 12.340
C -1.394 21.714 5.025
H -5.102 20.224 15.336
C -1.642 20.232 6.889
S -3.552 15.338 4.869
N -6.048 16.861 8.319
C -4.560 12.287 2.517
O -5.780 23.165 14.733
N -4.335 15.658 6.325
Sb -1.274 16.310 9.612
H -0.024 19.121 9.614
C -5.567 13.564 4.808
H -0.849 22.545 4.540
C -5.048 19.852 11.360
C -7.970 16.628 9.725
C -4.933 20.215 12.712
C -7.218 14.770 8.439
C -1.317 19.665 8.204
C -4.331 13.965 4.262
H -0.150 21.742 6.803
H -5.748 22.952 10.039
C -6.217 15.583 7.851
C -3.864 13.303 3.111
C -5.812 11.948 3.059
H -4.966 18.618 2.870
H -6.979 13.861 6.302
H -9.080 14.763 9.654
H -8.651 17.173 10.381
*
```

Summary:
- Gap between HOMO and LUMO (alpha / beta): 0.1997 / 0.1500 hartree
- <S²>: 0.76

***

2.
Here is a 5-piece molecular cluster, C26H20BF4O16 overall in a non-equilibrium geometry from the OMol25 dataset. Energies are from ωB97M-V/def2-TZVPD.

```
! wB97M-V def2-TZVPD RIJCOSX def2/J DEFGRID3
* xyz -1 1
C 0.029 -1.076 9.123
C -0.554 -2.612 0.031
H -0.118 -2.509 3.971
H -1.868 -5.282 0.931
C -0.492 -1.603 8.013
H 0.984 0.484 -4.266
H 1.969 2.082 -3.786
O -4.322 -4.692 -0.314
F -0.285 3.092 -4.619
H 7.003 5.170 -6.251
O 0.515 -0.520 0.035
O 2.209 -0.757 5.550
H 3.026 0.208 7.848
H 1.111 0.167 1.978
O 3.714 2.622 -4.662
O -1.346 -4.563 2.890
H 4.591 7.850 -3.635
C 3.775 4.869 -3.974
C 0.098 -1.464 0.669
C 6.115 5.038 -5.647
C 0.221 -1.505 6.738
C -6.026 -3.161 -0.847
B 1.076 1.374 -3.456
C -5.567 -1.689 -2.773
O 3.971 7.137 -3.395
O -0.230 -1.962 5.703
H -7.684 -0.919 -2.216
C -0.306 2.289 -3.449
F -1.974 0.790 -4.569
F -0.353 3.101 -2.263
O 1.773 0.112 10.142
C -0.893 -3.626 2.252
C -6.428 -2.181 -1.659
C -0.220 -2.491 2.889
H -0.640 -2.596 -1.048
H 1.301 0.889 -2.388
H 5.310 2.055 -5.964
C 4.264 3.700 -4.713
O -7.636 -1.589 -1.508
C -4.245 -2.294 -2.940
C 2.067 -0.292 7.841
C -3.837 -3.274 -2.127
H -2.549 -4.519 -1.571
H -6.643 -3.527 -0.038
C 4.404 6.042 -4.071
C 0.245 -1.481 2.152
O -5.982 -0.805 -3.501
O -2.613 -3.839 -2.272
H 2.896 4.734 -3.358
C 1.343 -0.370 9.110
H -1.444 -2.116 8.010
H -0.033 -0.703 10.950
O 5.936 2.767 -6.201
H -3.624 -1.915 -3.741
C 1.550 -0.821 6.728
O -0.613 -1.158 10.312
C 5.489 3.863 -5.548
C -4.713 -3.785 -1.027
O -1.623 -4.695 0.193
H -2.473 1.956 -2.941
C 5.612 6.211 -4.928
C -1.017 -3.623 0.767
H 1.634 -1.201 4.899
O 6.148 7.306 -5.004
F -1.301 0.360 -2.418
C -1.600 1.367 -3.357
O 0.874 -0.422 2.720
*
```

Summary:
- Gap between HOMO and LUMO: 0.1699 hartree

***

3.
Here is C26H20Cl6GeN2O2Pt as an isolated structure in a non-equilibrium geometry from the OMol25 dataset. Energies are from ωB97M-V/def2-TZVPD.

```
! wB97M-V def2-TZVPD RIJCOSX def2/J DEFGRID3
* xyz 0 5
H -0.193 -4.507 -1.084
C 2.374 0.073 3.348
C -1.353 -1.388 -4.173
Pt -0.325 -0.210 -0.088
N -1.077 1.066 1.517
H 1.452 -3.560 -4.466
C 1.682 -0.528 2.252
C -1.150 2.733 -0.194
H 3.000 -2.941 -3.891
H -2.835 -2.517 -5.242
C 1.934 -2.740 -3.937
H 1.792 -1.820 -4.498
C 2.692 -3.015 -0.842
H -1.103 -0.352 3.025
H -4.135 1.178 -3.515
C -2.103 0.644 -3.077
H 1.742 -0.044 -1.773
C -1.062 1.638 3.829
H -1.071 6.115 0.136
C -1.061 4.740 1.770
C -0.396 -3.756 -1.841
C 1.986 -1.836 4.775
Cl 3.442 0.184 5.805
H 2.371 -3.406 0.116
Cl 2.990 1.653 3.096
H -2.624 2.592 -2.339
C -1.043 2.984 3.527
C -1.079 -0.284 -3.384
O 0.228 0.018 -3.046
C -1.955 1.746 -2.182
H -0.629 -4.274 -2.768
C -1.060 2.374 1.184
C -1.078 0.706 2.800
C 2.554 -0.578 4.554
O 1.640 0.023 1.117
C -1.047 3.395 2.176
H -1.061 1.302 4.854
Cl 0.404 -3.907 4.074
C -1.092 5.074 0.429
C 1.074 -1.787 2.546
Cl 2.237 -2.643 6.268
C -3.615 -0.677 -4.434
H -1.040 5.506 2.528
H -0.545 -2.054 -4.432
Cl -5.197 -0.909 -5.093
Ge 1.196 -2.560 -2.075
C -1.152 4.093 -0.545
C -3.358 0.449 -3.684
H 3.304 -3.769 -1.333
C -2.627 -1.628 -4.666
N -1.253 1.705 -1.076
Cl 0.035 -2.458 1.349
H 3.307 -2.137 -0.668
H -1.018 3.724 4.313
H -1.156 4.364 -1.589
H -1.270 -3.186 -1.533
C 0.767 -0.536 -1.903
C 1.203 -2.413 3.772
*
```

Summary:
- Gap between HOMO and LUMO (alpha / beta): 0.1822 / 0.1925 hartree
- <S²>: 6.05

***

4.
Here is C26H20ClF12N4O2ReS as an isolated structure in a non-equilibrium geometry from the OMol25 dataset. Energies are from ωB97M-V/def2-TZVPD.

```
! wB97M-V def2-TZVPD RIJCOSX def2/J DEFGRID3
* xyz 4 1
F 3.851 -1.888 -1.754
Re 0.162 -1.253 -0.207
C -2.942 2.992 2.160
F -2.285 -1.402 -1.814
F 4.416 -0.066 -0.759
N 0.202 -3.394 -0.481
C -2.812 -0.281 -1.283
C -3.738 -1.097 1.006
C -3.212 1.754 1.519
H -1.264 -2.381 2.473
F -4.061 -0.153 -1.615
F 0.339 -0.625 -2.977
C 2.993 2.267 -1.888
H -4.761 4.068 2.122
C -0.833 -5.429 -1.175
H -4.580 3.082 3.505
S 1.390 -1.404 2.017
H -3.625 4.593 3.374
C 0.858 1.781 -0.803
N 1.120 -1.790 4.562
C 0.576 3.187 -0.940
F -3.463 -1.097 2.319
H -1.737 -5.945 -1.469
C -0.645 2.756 1.447
C 1.386 -4.011 -0.475
H 2.088 -1.491 4.586
H -1.336 4.300 2.736
C 2.066 1.343 -1.481
H -1.319 -2.509 4.191
C -2.241 1.024 0.876
F -2.095 0.727 -1.792
F 2.131 -1.479 -3.820
N 0.018 0.994 -0.109
C 1.508 4.092 -1.346
H 0.464 -7.133 -1.423
H -0.425 3.527 -0.721
C 0.464 -1.883 3.428
Cl 3.078 -6.091 -0.796
C 2.317 -0.126 -1.839
F 1.743 0.630 -4.060
C -1.604 3.427 2.159
H 1.268 5.146 -1.379
C -0.919 1.568 0.710
C 2.796 3.674 -1.744
F -3.696 -2.366 0.605
F 4.499 -0.179 -2.910
H 0.722 -2.071 5.454
H 0.380 3.093 1.489
O -1.464 -1.174 0.453
F -4.922 -0.587 0.807
H 3.915 1.957 -2.363
O 1.679 -0.972 -0.989
C 3.837 -0.563 -1.847
C -2.566 -0.346 0.283
H 2.270 -3.434 -0.239
C 1.533 -5.368 -0.800
H 4.851 4.205 -1.943
H -1.848 -3.582 -0.797
H 3.800 4.896 -3.135
C 3.845 4.616 -2.066
C 1.651 -0.399 -3.258
H 3.716 5.564 -1.540
N -0.796 -2.257 3.358
C -3.998 3.726 2.837
C 0.385 -6.085 -1.163
H -4.235 1.410 1.540
C -0.894 -4.088 -0.816
*
```

Summary:
- Gap between HOMO and LUMO (alpha / beta): 0.1828 / 0.1822 hartree